No. 1
ORCA calculation (ωB97M-V with the def2-TZVPD basis set) on C28H34BO3 as an isolated structure at a distorted geometry.

Results
Charge   +1
LUMO level   -4.931 eV
Highest occupied orbital energy   -11.23 eV

Each line ends with the natural charge from an NBO analysis.
CARTESIAN COORDINATES (ANGSTROEM)
O: -3.0504 2.5907 -2.8295  -0.402
O: 0.4515 1.6357 -1.8891  -0.729
O: -1.4159 0.2744 -1.6859  -0.725
C: -0.3046 -1.2912 -0.1563  -0.633
C: -1.9109 2.8925 -2.0579  -0.062
C: 0.4843 1.1815 -0.4961  0.230
C: -3.8863 4.5022 0.5113  -0.294
C: -2.5391 4.3540 0.0074  0.026
C: 0.3261 2.4304 0.3530  -0.641
C: -1.0707 7.7824 0.9219  -0.232
C: -6.3795 2.0978 4.1459  -0.230
C: -8.1462 3.0280 5.6559  -0.647
C: 1.8735 0.6166 -0.2695  -0.625
C: -5.3297 3.4316 2.3710  -0.074
C: -3.4443 3.7314 -3.4584  0.358
C: 0.1304 6.1114 2.1495  -0.203
C: -1.8113 6.7834 0.2694  -0.134
C: -6.0189 4.5710 2.8735  -0.151
C: -0.1402 7.4739 1.9277  0.035
C: -1.8344 0.4357 0.6327  -0.619
C: -6.9334 4.4392 3.9239  -0.214
C: -0.7311 0.1435 -0.3912  0.231
C: -4.4497 3.4484 1.2237  -0.004
C: 0.5431 8.5503 2.7477  -0.645
C: -1.6245 4.2436 -2.2795  -0.219
C: -1.6293 5.4121 0.5636  -0.083
C: -7.1264 3.2084 4.5624  0.072
C: -0.6757 5.1341 1.5697  -0.196
C: -2.6542 4.7906 -3.0828  -0.343
C: -4.4958 3.6484 -4.4641  -0.676
C: -5.4895 2.1989 3.0865  -0.134
B: -0.9217 1.5338 -2.0123  1.189
H: -4.3896 5.4823 0.4513  0.228
H: 1.9677 0.1472 0.7202  0.221
H: 0.7355 -1.4501 -0.4468  0.225
H: -1.2627 8.8367 0.6987  0.227
H: 1.3117 9.0794 2.1619  0.238
H: -8.4595 3.9776 6.1015  0.230
H: -2.3074 1.3974 0.3745  0.181
H: -0.1414 9.3166 3.1442  0.236
H: -0.0906 2.2346 1.3445  0.212
H: -5.8475 5.5418 2.4024  0.221
H: -4.9240 1.3199 2.7703  0.220
H: -4.7908 2.6198 -4.6502  0.251
H: 1.0295 8.0837 3.6164  0.225
H: -2.8052 5.8437 -3.3092  0.245
H: 0.9214 5.8359 2.8519  0.227
H: -5.3437 4.2770 -4.1498  0.242
H: -6.5045 1.1727 4.6960  0.230
H: 1.3120 2.8860 0.4865  0.235
H: -1.4585 0.4335 1.6658  0.216
H: -2.5551 7.0611 -0.4746  0.206
H: -9.0374 2.5035 5.2763  0.244
H: -0.2831 3.1938 -0.1388  0.207
H: -7.7165 2.4054 6.4503  0.233
H: -2.5934 -0.3632 0.5184  0.238
H: 2.1410 -0.1026 -1.0553  0.234
H: 2.6016 1.4485 -0.2868  0.226
H: -4.1115 2.4486 0.9187  0.217
H: -4.1287 4.0795 -5.4022  0.249
H: -0.5818 4.1120 1.9311  0.219
H: -0.3819 -1.5078 0.9245  0.215
H: -7.4774 5.3121 4.2847  0.230
H: -0.9483 -1.9873 -0.7224  0.244
H: -0.7170 4.7421 -1.9239  0.260
H: -2.1939 3.3224 0.0773  0.242

=====

No. 2
ORCA calculation (ωB97M-V with the def2-TZVPD basis set) on a 2-piece molecular cluster, C6H9I overall at a distorted geometry.

Results
LUMO level   -0.295 eV
Highest occupied orbital energy   -8.91 eV

Each line ends with the natural charge from an NBO analysis.
CARTESIAN COORDINATES (ANGSTROEM)
I: 2.7593 0.3981 -0.0042  0.182
C: -0.6031 0.6594 0.0878  -0.108
C: 1.0742 -0.9114 0.0479  0.108
C: -1.2299 1.6536 -0.0852  -0.171
C: 0.9285 -1.6034 1.3232  -0.753
C: 0.9756 -1.5846 -1.3055  -0.733
C: -2.1429 2.7355 -0.0091  -0.690
H: -0.0044 -1.9350 -1.5025  0.246
H: 1.9326 -1.7426 1.7228  0.241
H: -3.2163 2.5611 -0.3833  0.230
H: 1.3739 -2.6162 -1.2418  0.236
H: 0.3539 -0.9078 1.9164  0.280
H: 1.4322 -0.9834 -2.1944  0.253
H: 0.4643 -2.5635 1.0693  0.224
H: -1.8636 3.6422 -0.5246  0.230
H: -2.2344 3.1982 1.0833  0.226

=====

No. 3
ORCA calculation (ωB97M-V with the def2-TZVPD basis set) on a 2-piece molecular cluster, C3H6BCl4F2 overall.

Results
Charge   -1
LUMO level   2.551 eV
Highest occupied orbital energy   -4.74 eV

Each line ends with the natural charge from an NBO analysis.
CARTESIAN COORDINATES (ANGSTROEM)
Cl: -0.0350 -4.8826 1.6377  0.021
Cl: 2.7750 -4.2518 1.4182  0.011
Cl: 0.9172 -3.2941 -0.5720  0.086
Cl: 0.8674 -2.1798 2.0775  0.104
F: 0.6985 3.4137 -1.6229  -0.424
F: -2.0522 0.2904 -0.7268  -0.591
C: -0.4697 2.6712 -1.2723  0.070
C: -0.3220 1.9611 0.0599  -0.727
C: 1.1271 -3.6341 1.1363  -0.226
B: -0.7241 0.3715 -0.0957  0.304
H: 0.1104 -0.1457 -0.8470  -0.158
H: -1.2790 3.4061 -1.2711  0.135
H: -0.8026 -0.1862 0.9925  -0.154
H: -0.9211 2.4610 0.8319  0.180
H: -0.6247 1.9673 -2.0925  0.159
H: 0.7349 2.0321 0.3463  0.208

=====

No. 4
ORCA calculation (ωB97M-V with the def2-TZVPD basis set) on a 2-piece molecular cluster, ClH2N3 overall at a distorted geometry.

Results
LUMO level (alpha / beta)   -0.358 / -0.308 eV
Highest occupied orbital energy (alpha / beta)   -8.21 / -8.11 eV

Each line ends with the natural charge from an NBO analysis.
CARTESIAN COORDINATES (ANGSTROEM)
Cl: 0.5770 2.0410 -2.0062  0.262
N: -0.2306 -0.9179 0.6647  -0.403
N: 0.2965 1.5997 -0.5213  -0.369
N: -0.4214 -0.6683 -0.5142  -0.153
H: -0.3273 -0.2078 1.4059  0.333
H: 0.1058 -1.8467 0.9712  0.331

=====

No. 5
ORCA calculation (ωB97M-V with the def2-TZVPD basis set) on the molecule C20H23N5O3 at a distorted geometry.

Results
LUMO level   0.180 eV
Highest occupied orbital energy   -9.09 eV

Each line ends with the natural charge from an NBO analysis.
CARTESIAN COORDINATES (ANGSTROEM)
O: -2.2044 -2.5569 0.6795  -0.551
O: -4.1930 0.6865 1.2044  -0.624
O: -1.7034 2.6901 -2.1755  -0.601
N: -0.0840 -0.6070 -1.8174  -0.040
N: -1.0822 1.8358 -0.1801  -0.488
N: -3.0609 -0.1022 -0.5865  -0.623
N: 0.8175 0.3758 -1.7159  -0.200
N: 0.4051 -1.7088 -1.4181  -0.228
C: 3.2109 0.4179 -0.8818  -0.242
C: 0.8131 -0.4099 2.0662  -0.203
C: 1.6876 -1.4998 -1.0136  0.040
C: 1.8963 0.3867 2.3955  -0.201
C: 3.8632 -1.8059 -0.1503  -0.228
C: -0.0732 1.3624 0.7067  0.210
C: -2.8055 -2.5388 -0.5970  -0.073
C: 0.4845 1.7229 -2.0685  -0.313
C: 1.9650 1.6811 1.9184  -0.202
C: 2.6481 -2.3566 -0.4759  -0.178
C: -2.4060 2.0373 0.3726  -0.318
C: 1.9745 -0.1262 -1.2070  0.167
C: -1.2656 -3.5917 0.8213  -0.251
C: 1.0739 3.6330 0.6493  -0.646
C: -0.1742 0.0771 1.2311  -0.240
C: -3.3033 0.7910 0.3879  0.671
C: 0.9820 2.1981 1.0812  -0.059
C: -3.7684 -1.3569 -0.6691  -0.243
C: 4.1404 -0.4452 -0.3517  -0.192
C: -0.8730 2.1430 -1.4803  0.684
H: -2.2720 0.0071 -1.2096  0.416
H: -1.0170 -0.5477 0.9784  0.252
H: 3.4319 1.4626 -1.0368  0.219
H: -2.3273 2.4066 1.3972  0.232
H: 0.7343 -1.4133 2.4537  0.219
H: 4.6351 -2.4315 0.2718  0.219
H: -2.0296 -2.4449 -1.3711  0.184
H: -0.4505 -3.4777 0.0973  0.183
H: 1.0975 4.2723 1.5312  0.234
H: 2.4316 -3.4017 -0.3260  0.228
H: 2.7908 2.3170 2.2033  0.211
H: 0.2284 3.9320 0.0356  0.224
H: 0.3906 1.8189 -3.1562  0.247
H: -1.7353 -4.5733 0.6800  0.165
H: 1.9946 3.8162 0.0948  0.214
H: -3.3605 -3.4745 -0.7668  0.169
H: 1.2787 2.3859 -1.7225  0.238
H: -4.3316 -1.4079 -1.6066  0.196
H: -2.9124 2.7908 -0.2406  0.261
H: -0.8762 -3.5220 1.8351  0.186
H: 2.6775 0.0058 3.0355  0.217
H: 5.1152 -0.0692 -0.0801  0.219
H: -4.4589 -1.3844 0.1771  0.242

=====

No. 6
ORCA calculation (ωB97M-V with the def2-TZVPD basis set) on the molecule C7H6N4O2 at a distorted geometry.

Results
LUMO level   -0.627 eV
Highest occupied orbital energy   -8.37 eV

Each line ends with the natural charge from an NBO analysis.
CARTESIAN COORDINATES (ANGSTROEM)
O: -1.4082 2.6882 0.0132  -0.110
O: 4.3317 0.8719 0.4869  -0.547
N: 1.2854 -0.8113 -0.0904  -0.509
N: 3.4159 0.0323 -0.2624  -0.337
N: -2.5706 2.0213 0.0823  -0.063
N: -0.3632 1.8427 -0.1479  -0.105
C: -0.8139 0.6802 -0.0417  0.014
C: -0.1129 -0.5553 -0.0194  0.217
C: -2.3491 -1.6301 0.0348  -0.175
C: 2.0606 0.1981 -0.1175  0.261
C: -0.9286 -1.6531 0.1400  -0.234
C: -3.0667 -0.4402 0.0770  -0.226
C: -2.2413 0.7355 0.1059  0.084
H: 4.7451 1.4170 -0.2473  0.476
H: -2.8183 -2.6291 0.0653  0.223
H: -4.1091 -0.3961 0.1232  0.230
H: 1.6836 1.2090 -0.1351  0.197
H: -0.5321 -2.6627 0.2235  0.226
H: 3.7917 -0.9182 -0.2904  0.379

=====

Taking the records one at a time from the top gives energy relative to the best compared isomer or geometry (same formula, charge and spin) values of 84.1, 95.7, 1.1, 105.8, 52.0, 71.7 kcal per mole.